Entry 1:
Entry from OMol25: a 4-piece molecular cluster, C30H73N4O13P2 overall (the ωB97M-V functional and the def2-TZVPD basis).

Results
HOMO energy	-0.1623	hartree
HOMO-LUMO gap	6.65	eV
E_tot	-83447.687	eV
energy above the lowest of the compared OMol25 structures with the same formula, charge and spin	5.6	kcal/mol

```
! RIJCOSX wB97M-V def2-TZVPD def2/J DEFGRID3
* xyz -1 1
C 4.643 -0.207 -0.243
C 3.874 -0.726 0.943
O 3.688 -0.048 1.919
O 3.332 -1.948 0.882
C 3.930 -3.006 0.113
C 3.010 -3.556 -0.955
C 2.645 -2.616 -2.096
C 1.649 -1.463 -1.830
C 0.577 -1.639 -0.749
P -1.255 -1.342 -1.287
C -0.850 0.264 -2.230
C -0.119 1.390 -1.468
C -1.034 2.556 -1.062
N -0.643 3.309 0.132
C -1.778 -0.388 0.357
C -2.413 -1.330 1.294
O -3.607 -1.495 1.474
O -1.502 -2.084 1.962
P -1.029 -2.679 -3.154
O -0.560 -2.176 -4.470
O -0.162 -4.003 -2.717
O -2.511 -3.329 -3.352
H 4.538 -0.828 -1.129
H 5.701 -0.162 0.022
H 4.289 0.799 -0.460
H 4.889 -2.691 -0.300
H 4.136 -3.796 0.841
H 2.132 -3.980 -0.461
H 3.544 -4.414 -1.385
H 2.251 -3.220 -2.915
H 3.579 -2.183 -2.476
H 2.237 -0.567 -1.592
H 1.191 -1.239 -2.796
H 0.585 -2.639 -0.304
H 0.806 -0.980 0.091
H -2.651 -1.248 -1.705
H -1.627 -2.655 -0.642
H -1.825 0.653 -2.544
H -0.310 0.060 -3.152
H 0.644 1.803 -2.139
H 0.428 1.026 -0.594
H -1.054 3.269 -1.890
H -2.063 2.217 -0.944
H -0.590 2.701 0.939
H 0.256 3.750 -0.004
H -0.951 0.093 0.880
H -2.538 0.347 0.089
H -2.003 -2.601 2.620
H -0.174 -4.070 -1.752
H -2.862 -3.582 -2.487
C 6.914 7.790 2.006
O 7.157 6.762 2.941
C 6.189 6.658 3.978
C 5.358 5.402 3.844
N 4.486 5.463 2.682
C 3.784 4.216 2.377
C 4.599 2.983 2.014
O 5.283 3.092 0.773
C 6.537 3.735 0.813
H 7.798 7.866 1.375
H 6.048 7.580 1.368
H 6.754 8.752 2.504
H 5.545 7.544 3.987
H 6.731 6.622 4.928
H 4.740 5.298 4.741
H 6.050 4.548 3.819
H 5.032 5.735 1.875
H 3.110 4.421 1.542
H 3.153 3.963 3.235
H 3.911 2.146 1.909
H 5.305 2.700 2.805
H 7.049 3.559 1.764
H 6.460 4.815 0.651
H 7.146 3.321 0.008
C -3.522 -8.830 5.735
O -2.204 -8.356 5.905
C -1.241 -8.945 5.041
C -0.732 -7.957 4.017
N -1.764 -7.611 3.054
C -1.415 -6.526 2.139
C -1.136 -5.148 2.719
O -2.277 -4.515 3.278
C -2.590 -4.856 4.613
H -4.116 -8.427 6.553
H -3.966 -8.503 4.788
H -3.560 -9.923 5.778
H -1.661 -9.827 4.547
H -0.401 -9.272 5.662
H 0.107 -8.413 3.481
H -0.342 -7.086 4.563
H -2.608 -7.358 3.552
H -2.236 -6.421 1.427
H -0.535 -6.835 1.565
H -0.821 -4.503 1.896
H -0.318 -5.153 3.450
H -1.690 -5.077 5.194
H -3.272 -5.710 4.672
H -3.095 -3.999 5.059
C -6.416 6.469 -4.131
O -6.936 5.204 -4.475
C -6.791 4.847 -5.842
C -5.790 3.729 -6.026
N -4.436 4.174 -5.737
C -3.433 3.111 -5.714
C -3.565 2.013 -4.668
O -3.356 2.454 -3.343
C -4.477 2.988 -2.673
H -6.735 6.682 -3.112
H -5.321 6.495 -4.164
H -6.803 7.252 -4.792
H -6.502 5.721 -6.435
H -7.769 4.506 -6.195
H -5.833 3.394 -7.068
H -6.112 2.889 -5.395
H -4.429 4.644 -4.841
H -2.460 3.585 -5.569
H -3.412 2.641 -6.703
H -2.779 1.279 -4.862
H -4.519 1.476 -4.741
H -5.406 2.515 -3.005
H -4.562 4.073 -2.803
H -4.346 2.791 -1.609
*
```

=====

Entry 2:
Entry from OMol25: a 2-piece molecular cluster, C2H5N overall (the ωB97M-V functional and the def2-TZVPD basis).

Results
HOMO energy	-0.3291	hartree
HOMO-LUMO gap	9.97	eV
E_tot	-3642.348	eV
SMILES string	[H][H].C=C=N
energy above the lowest of the compared OMol25 structures with the same formula, charge and spin	50.0	kcal/mol

```
! RIJCOSX wB97M-V def2-TZVPD def2/J DEFGRID3
* xyz 0 1
H -0.755 -1.124 -2.148
H -0.715 -1.816 -2.362
C 1.127 0.650 1.137
C 0.050 0.318 0.504
N -1.084 -0.046 0.196
H 1.317 0.306 2.105
H 1.902 1.205 0.527
H -1.842 0.507 0.041
*
```

=====

Entry 3:
Entry from OMol25: a 2-piece molecular cluster, CH3IOP2 overall (the ωB97M-V functional and the def2-TZVPD basis).

Results
HOMO energy	-0.3609	hartree
HOMO-LUMO gap	8.54	eV
E_tot	-29810.397	eV
SMILES string	O=PI.C=P
energy above the lowest of the compared OMol25 structures with the same formula, charge and spin	20.3	kcal/mol

```
! RIJCOSX wB97M-V def2-TZVPD def2/J DEFGRID3
* xyz 0 1
O -0.742 -3.014 0.237
P -1.824 -2.155 -0.177
I -3.083 -1.601 1.872
C 1.187 1.886 -0.271
P 0.233 0.610 -0.763
H 2.218 1.776 0.014
H 0.781 2.880 -0.190
H 1.229 -0.383 -0.722
*
```

=====

Entry 4:
Entry from OMol25: a 2-piece molecular cluster, CH2N2O2 overall (the ωB97M-V functional and the def2-TZVPD basis).

Results
HOMO energy	-0.3483	hartree
HOMO-LUMO gap	8.43	eV
E_tot	-8137.544	eV
energy above the lowest of the compared OMol25 structures with the same formula, charge and spin	180.5	kcal/mol

```
! RIJCOSX wB97M-V def2-TZVPD def2/J DEFGRID3
* xyz 0 1
C -1.071 -0.091 -0.042
N -0.275 0.973 0.071
N 0.138 0.006 -0.787
O -2.055 -0.575 0.363
O 1.250 -0.868 -0.599
H 0.094 0.749 1.604
H 1.919 -0.193 -0.611
*
```